Density functional theory data (ωB97M-V with the def2-TZVPD basis set) for a cluster of 4 separate species, C5H15N3O3 in total at a distorted geometry.

Each line ends with the natural charge from an NBO analysis.
Atoms and positions in Å:
1 N -0.54 2.15 1.33  -0.872
2 C -0.81 0.97 2.14  -0.226
3 C -1.83 -0.13 1.76  -0.478
4 C -1.24 -0.95 0.78  0.139
5 C -0.56 -2.21 0.50  -0.123
6 N -0.39 -2.41 -0.91  -0.494
7 C -0.80 -1.27 -1.54  0.166
8 N -1.32 -0.32 -0.50  -0.594
9 H 0.11 1.98 0.55  0.397
10 H -1.35 2.69 1.20  0.354
11 H 0.27 0.70 2.43  0.215
12 H -1.09 1.51 3.17  0.182
13 H -2.11 -0.70 2.73  0.240
14 H -2.73 0.39 1.21  0.233
15 H -0.56 -3.05 1.11  0.204
16 H -0.68 -1.02 -2.61  0.210
17 H -1.21 0.72 -0.77  0.437
18 O 1.90 -1.45 -0.33  -0.951
19 H 1.60 -2.42 -0.33  0.503
20 H 2.87 -1.54 -0.28  0.473
21 O 2.09 -0.24 -2.55  -0.992
22 H 1.80 -0.85 -1.93  0.497
23 H 1.57 -0.01 -3.29  0.469
24 O 1.33 2.26 -1.21  -0.955
25 H 2.26 1.97 -1.15  0.491
26 H 1.42 3.24 -1.52  0.472

Computed properties:
* HOMO-LUMO gap: 8.652 eV
* energy above the lowest of the compared OMol25 structures with the same formula, charge and spin: 0.0 kcal/mol
* structure (SMILES): NCCc1cnc[nH]1.O.O.O
* total energy: -16038.365 eV

Density functional theory data (ωB97M-V with the def2-TZVPD basis set) for a structure of composition C12H24BrF12N2O16S4V at a distorted geometry.

Each line ends with the Löwdin charge.
Atoms and positions in Å:
1 O 0.33 1.51 1.34  -0.382
2 V -0.87 2.53 1.18  0.672
3 O -2.23 1.64 1.06  -0.364
4 C 4.56 -0.56 -3.71  -0.049
5 C 3.60 -1.17 -2.70  -0.220
6 C 3.70 -0.59 -1.18  -0.123
7 O 2.91 -1.27 -0.16  -0.200
8 C 2.95 -0.63 1.11  -0.103
9 N 2.10 -1.08 -3.21  0.242
10 H 1.73 -0.15 -3.08  0.088
11 H 2.19 -1.01 -4.22  0.143
12 H 1.45 -1.78 -2.88  0.150
13 H 4.86 -1.32 -4.44  0.077
14 H 5.43 -0.09 -3.26  0.096
15 H 4.16 0.11 -4.47  0.085
16 H 3.89 -2.22 -2.60  0.130
17 H 3.42 0.46 -1.12  0.113
18 H 4.77 -0.64 -0.97  0.120
19 H 2.47 -1.20 1.90  0.094
20 H 2.57 0.38 1.25  0.066
21 H 3.99 -0.40 1.34  0.082
22 C -0.34 -6.00 0.72  -0.049
23 C -1.25 -4.83 0.43  -0.310
24 C -0.58 -3.45 0.53  -0.118
25 O -1.56 -2.48 0.01  -0.160
26 C -1.10 -1.20 -0.33  -0.076
27 N -1.93 -5.11 -0.93  0.228
28 H -2.61 -5.86 -0.93  0.162
29 H -2.46 -4.25 -1.03  0.150
30 H -1.38 -5.19 -1.78  0.164
31 H 0.55 -6.04 0.09  0.090
32 H -0.88 -6.94 0.59  0.082
33 H -0.12 -5.96 1.79  0.100
34 H -2.11 -4.82 1.09  0.161
35 H 0.35 -3.66 0.00  0.124
36 H -0.38 -3.48 1.60  0.146
37 H -1.88 -0.46 -0.56  0.107
38 H -0.32 -1.18 -1.09  0.064
39 H -0.66 -0.72 0.53  0.084
40 C 0.23 3.50 -3.40  -0.622
41 F 1.29 3.90 -2.76  0.162
42 F -0.63 4.57 -3.50  0.113
43 F 0.51 2.98 -4.61  0.103
44 S -0.53 2.07 -2.32  0.592
45 O -1.77 1.66 -3.00  -0.297
46 O 0.62 1.17 -2.26  -0.371
47 O -0.82 2.63 -0.97  -0.379
48 C -6.15 0.48 1.01  -0.807
49 F -4.90 0.77 1.12  0.160
50 F -6.23 -0.80 1.05  0.139
51 F -6.78 1.03 2.00  0.169
52 S -6.82 1.03 -0.69  0.506
53 O -8.29 0.85 -0.63  -0.409
54 O -6.54 2.47 -0.90  -0.365
55 O -6.14 0.10 -1.63  -0.405
56 C 3.84 3.38 0.77  -0.561
57 F 3.72 2.60 -0.30  0.099
58 F 3.94 2.56 1.83  0.094
59 F 5.03 4.12 0.67  0.042
60 S 2.37 4.71 1.11  0.528
61 O 1.10 3.98 1.07  -0.403
62 O 2.58 5.29 2.46  -0.341
63 O 2.46 5.73 0.06  -0.353
64 C -1.15 0.79 5.26  -0.675
65 F -1.14 0.54 6.61  0.074
66 F -0.09 0.17 4.79  0.135
67 F -2.23 0.21 4.78  0.128
68 S -1.18 2.62 4.86  0.550
69 O -0.02 3.13 5.59  -0.330
70 O -0.94 2.61 3.39  -0.427
71 O -2.47 3.25 5.20  -0.317
72 Br -2.20 5.01 1.43  -0.201

Computed properties:
* HOMO-LUMO gap: 2.494 eV
* total charge: -2
* energy above the lowest of the compared OMol25 structures with the same formula, charge and spin: 197.5 kcal/mol
* total energy: -220251.298 eV

Density functional theory data (ωB97M-V with the def2-TZVPD basis set) for a structure of composition C9H22MnN3O4 at a distorted geometry.

Each line ends with the natural charge from an NBO analysis.
Atoms and positions in Å:
1 Mn -0.25 0.38 1.21  1.562
2 O -1.30 0.91 2.52  -1.188
3 H -2.21 0.84 2.19  0.473
4 C -2.07 -1.00 -2.86  -0.714
5 C -2.86 -0.54 -1.70  0.675
6 O -2.35 -0.27 -0.58  -0.740
7 N -4.17 -0.56 -1.80  -0.550
8 C -5.12 -0.50 -0.70  -0.412
9 H -1.16 -0.41 -2.94  0.221
10 H -2.61 -1.00 -3.85  0.247
11 H -1.72 -2.03 -2.73  0.254
12 H -4.50 -0.80 -2.70  0.397
13 H -6.09 -0.48 -1.16  0.219
14 H -5.05 0.37 -0.10  0.221
15 H -5.02 -1.39 -0.07  0.213
16 C 0.87 -2.25 -1.06  -0.741
17 C 1.52 -0.92 -0.99  0.741
18 O 2.64 -0.68 -1.27  -0.543
19 N 0.51 0.19 -0.91  -0.803
20 C 1.11 1.36 -1.54  -0.436
21 H 1.51 -2.80 -0.39  0.265
22 H 0.99 -2.65 -2.06  0.264
23 H -0.16 -2.15 -0.72  0.218
24 H -0.32 -0.23 -1.35  0.426
25 H 0.59 2.29 -1.28  0.208
26 H 1.06 1.24 -2.60  0.203
27 H 2.16 1.44 -1.29  0.242
28 C 1.46 0.80 3.82  -0.729
29 C 2.19 0.55 2.59  0.698
30 O 1.67 -0.08 1.61  -0.803
31 N 3.37 1.11 2.47  -0.528
32 C 4.24 1.27 1.33  -0.445
33 H 2.12 1.22 4.55  0.229
34 H 1.19 -0.12 4.39  0.269
35 H 0.63 1.44 3.68  0.282
36 H 3.65 1.72 3.29  0.414
37 H 5.21 0.85 1.53  0.227
38 H 4.34 2.26 0.91  0.222
39 H 3.93 0.64 0.53  0.244

Computed properties:
* HOMO-LUMO gap (alpha / beta): 9.940 / 10.068 eV
* total charge: +1
* total energy: -53666.070 eV
* ⟨S²⟩: 8.757
* spin multiplicity: 6

Density functional theory data (ωB97M-V with the def2-TZVPD basis set) for a cluster of 2 separate species, C3H11N2OS in total at a distorted geometry.

Each line ends with the natural charge from an NBO analysis.
Atoms and positions in Å:
1 C -0.08 0.12 1.01  -0.236
2 C 1.21 0.95 0.84  -0.533
3 S 2.59 -0.01 0.14  -0.718
4 N -1.14 0.48 0.09  -0.665
5 C -2.23 -0.48 0.04  -0.055
6 N -3.51 0.03 0.46  -0.858
7 H -0.42 0.19 2.06  0.155
8 H 0.22 -0.93 0.95  0.168
9 H 0.98 1.81 0.19  0.184
10 H 1.48 1.37 1.81  0.180
11 H -0.70 0.58 -0.82  0.381
12 H -2.33 -0.88 -0.97  0.168
13 H -2.02 -1.33 0.69  0.162
14 H -3.67 0.96 0.11  0.356
15 H -3.62 0.00 1.47  0.349
16 H 0.64 -1.31 -1.74  0.468
17 H 1.52 -0.17 -2.02  0.499
18 O 0.78 -0.67 -2.45  -1.004

Computed properties:
* HOMO-LUMO gap: 6.767 eV
* total charge: -1
* energy above the lowest of the compared OMol25 structures with the same formula, charge and spin: 8.3 kcal/mol
* total energy: -19153.303 eV

Density functional theory data (ωB97M-V with the def2-TZVPD basis set) for a structure of composition C2H4HgO2 at a distorted geometry.

Each line ends with the natural charge from an NBO analysis.
Atoms and positions in Å:
1 C 0.15 -0.38 -0.17  0.506
2 C 1.30 0.50 -0.30  -0.732
3 O -0.96 0.16 0.04  -0.131
4 H 0.21 -1.47 -0.04  0.231
5 H 2.17 -0.01 0.12  0.283
6 H 1.48 0.67 -1.37  0.306
7 Hg -3.30 -0.23 1.45  0.820
8 O -2.05 -0.70 0.08  -0.565
9 H 1.01 1.47 0.19  0.282

Computed properties:
* HOMO-LUMO gap (alpha / beta): 7.650 / 9.823 eV
* total charge: +1
* energy above the lowest of the compared OMol25 structures with the same formula, charge and spin: 2.8 kcal/mol
* total energy: -10395.940 eV
* ⟨S²⟩: 0.754
* spin multiplicity: 2

Density functional theory data (ωB97M-V with the def2-TZVPD basis set) for a structure of composition C31H25CsN5O7S2 at a distorted geometry.

Each line ends with the Löwdin charge.
Atoms and positions in Å:
1 Cs 13.10 13.51 8.64  1.150
2 O 16.06 14.34 10.26  -0.378
3 S 16.77 13.76 9.14  0.416
4 O 15.94 12.84 8.37  -0.498
5 O 18.13 13.34 9.34  -0.350
6 C 17.28 15.46 8.36  -0.156
7 C 18.57 15.66 7.81  -0.065
8 C 19.07 16.94 7.86  -0.127
9 C 18.39 18.03 8.36  -0.105
10 C 17.03 17.88 8.61  -0.089
11 C 16.45 16.62 8.52  -0.227
12 S 14.66 16.61 8.13  0.409
13 O 14.53 17.99 7.67  -0.360
14 O 14.68 15.59 7.06  -0.455
15 O 13.78 16.27 9.25  -0.499
16 H 19.06 14.81 7.43  0.093
17 H 20.08 17.05 7.48  0.091
18 H 18.87 18.98 8.60  0.095
19 H 16.44 18.78 8.82  0.111
20 C 7.98 11.90 8.73  -0.055
21 C 9.27 12.47 8.70  -0.120
22 N 10.42 11.76 8.77  0.056
23 C 10.34 10.41 8.67  -0.124
24 C 9.02 9.77 8.56  -0.139
25 C 7.86 10.54 8.59  -0.037
26 C 9.02 8.35 8.25  -0.035
27 C 10.13 7.56 8.41  -0.022
28 C 11.41 8.18 8.66  -0.170
29 C 12.56 7.49 8.95  -0.024
30 C 13.82 8.10 8.93  -0.031
31 C 13.88 9.49 8.72  -0.085
32 N 12.73 10.17 8.62  0.082
33 C 11.54 9.60 8.69  -0.178
34 H 7.04 12.50 8.75  0.114
35 H 9.41 13.57 8.72  0.116
36 H 6.94 10.02 8.48  0.105
37 H 8.05 7.83 8.21  0.110
38 H 10.03 6.48 8.22  0.120
39 H 12.51 6.40 9.06  0.116
40 H 14.77 7.59 8.91  0.098
41 H 14.81 10.10 8.66  0.125
42 C 9.98 18.92 19.71  -0.073
43 C 10.41 17.68 18.96  -0.287
44 C 9.83 16.45 19.18  -0.061
45 C 10.18 15.35 18.42  -0.005
46 C 11.13 15.55 17.38  -0.250
47 N 11.26 14.56 16.43  0.126
48 C 10.16 13.90 15.89  -0.499
49 O 9.14 13.80 16.53  0.046
50 N 10.35 13.30 14.65  0.126
51 C 11.48 13.42 13.81  -0.206
52 C 12.83 13.39 14.25  -0.037
53 C 13.81 13.83 13.38  -0.040
54 C 13.48 14.20 12.10  -0.110
55 N 12.22 14.01 11.62  0.009
56 C 11.26 13.69 12.43  -0.101
57 C 11.85 16.71 17.33  -0.055
58 C 11.53 17.79 18.08  -0.048
59 H 10.15 19.89 19.15  0.091
60 H 10.55 18.95 20.64  0.073
61 H 8.89 18.81 19.94  0.080
62 H 9.00 16.37 19.90  0.119
63 H 9.67 14.36 18.44  0.117
64 H 12.04 14.66 15.74  0.119
65 H 9.60 12.67 14.37  0.152
66 H 13.09 13.07 15.28  0.128
67 H 14.81 13.89 13.74  0.108
68 H 14.25 14.47 11.41  0.057
69 H 10.28 13.87 12.04  0.109
70 H 12.65 16.81 16.59  0.124
71 H 12.14 18.67 18.08  0.108

Computed properties:
* HOMO-LUMO gap: 6.419 eV
* total charge: -1
* energy above the lowest of the compared OMol25 structures with the same formula, charge and spin: 30.4 kcal/mol
* total energy: -76556.703 eV